No. 1
# C30H45HfNO2P2

A molecular structure, C30H45HfNO2P2 (ωB97M-V/def2-TZVPD, OMol25).

- Molar mass: 692.13 g mol⁻¹
- HOMO-LUMO gap: 5.79 eV
- DFT total energy: -2105.44101 Ha
- Energy above the lowest of the compared OMol25 structures with the same formula, charge and spin: 32.21 kcal/mol
- LUMO: -6.097 eV
- Total charge: +2
- HOMO: -11.9 eV

Geometry as XYZ:
```
81
Properties=species:S:1:pos:R:3:forces:R:3
P 4.36030 0.97439 -1.28204 0.8 0.5 0.2
P 3.81591 -2.56062 0.12025 0.5 0.3 -0.5
C 5.47761 -0.35623 -0.72764 0.3 -0.5 -0.1
C 5.14796 -1.85254 -0.94079 0.5 -0.6 -0.1
H 5.82262 -0.16020 0.30101 -0.2 0.0 -0.3
H 6.34422 -0.18723 -1.38827 0.0 0.3 0.3
H 4.92412 -2.08194 -1.99871 0.1 0.2 0.4
H 6.05481 -2.42083 -0.66524 -0.1 0.3 -0.5
C 4.76150 -2.83467 1.65994 -0.1 -0.2 0.0
H 4.07109 -3.12377 2.46869 0.4 0.1 -0.2
H 5.31548 -1.92360 1.95198 -0.3 -0.4 -0.1
H 5.47511 -3.65177 1.45473 -0.2 0.3 0.3
C 3.50512 -4.17605 -0.56786 0.6 -0.8 -0.1
H 4.29463 -4.84433 -0.19531 -0.4 -0.3 -0.5
H 3.52811 -4.10939 -1.66667 -0.1 -0.3 0.4
H 2.51804 -4.50778 -0.21204 0.5 -0.1 -0.3
C 5.21352 2.52794 -0.96479 0.5 0.2 -0.2
H 4.53144 3.37208 -1.17812 0.4 -0.4 0.0
H 6.08407 2.59203 -1.63601 -0.1 0.1 0.4
H 5.52871 2.58499 0.09192 -0.1 0.0 -0.5
C 4.22968 0.78224 -3.05915 0.0 0.0 -0.3
H 4.05415 -0.26988 -3.32667 0.1 0.4 0.0
H 5.20434 1.11008 -3.44974 -0.3 -0.2 -0.1
H 3.44085 1.40622 -3.50050 0.3 -0.1 0.2
Hf -0.36430 0.45365 -0.43933 0.0 1.7 2.7
C 1.37702 -2.34022 0.64231 -1.6 1.8 0.1
C 1.69565 -1.44524 1.64348 -1.3 1.1 -0.4
C 2.67525 -0.31902 1.47752 -0.1 0.7 0.8
C 2.38100 1.09173 0.89522 1.4 0.5 0.5
C 2.74856 1.34273 -0.59107 -2.6 -0.5 0.0
C 1.63684 0.67541 -1.42450 -0.7 0.6 0.4
C 1.80354 -0.83960 -1.48161 0.6 -0.4 -1.5
C 0.83964 -1.80312 -0.74806 1.8 -1.8 -0.7
C -1.73588 0.53740 -1.99786 -0.4 -0.1 -0.8
H 0.94941 -3.33450 0.86476 -0.2 0.8 0.3
H 1.08050 -1.40131 2.53782 0.9 -0.9 0.6
H 3.54269 -0.66354 0.86806 -0.6 -0.2 0.3
H 3.11132 -0.14275 2.47653 -0.4 0.1 -0.2
H 1.34731 1.44724 1.08841 0.6 0.0 -0.1
H 3.01924 1.77136 1.48977 -0.4 -0.1 -0.1
H 2.68190 2.42706 -0.74996 0.0 -0.2 0.0
H 1.48601 1.06645 -2.43086 0.3 0.2 0.0
H 2.81974 -1.07506 -1.11648 -0.7 -0.1 0.3
H 1.89035 -1.16270 -2.53930 -0.6 0.1 0.4
H -0.28377 -1.43271 -0.81879 1.2 -2.3 0.4
H 0.82481 -2.73593 -1.35667 -0.7 0.9 0.0
H -2.62727 -0.09060 -1.86786 0.0 0.2 -0.1
H -1.21668 0.26371 -2.93666 -0.3 0.1 0.1
H -2.04766 1.59857 -2.06855 -0.1 -0.3 -0.1
C -6.34072 -1.22290 -1.50062 -0.1 -0.3 -0.1
C -5.84535 0.19173 -1.32053 -0.1 0.3 -0.4
C -6.12023 1.12367 -2.32956 0.2 0.4 0.2
C -5.60465 2.42914 -2.26813 -0.3 -0.6 -0.3
C -4.81134 2.80232 -1.19675 -0.2 -0.3 0.3
C -4.55085 1.88238 -0.16234 -0.9 -0.2 -1.1
N -3.66381 2.28492 0.82282 1.1 0.9 0.7
C -3.70595 1.99395 2.19720 -0.7 -0.4 0.2
C -4.89902 2.03739 2.93666 0.7 0.0 0.4
C -4.90223 1.53307 4.24287 -0.5 0.0 -0.6
C -3.78937 0.90675 4.79887 0.4 0.0 0.1
C -2.60770 0.82350 4.06900 -0.3 0.6 -0.4
C -2.56479 1.42153 2.80054 -0.1 -0.2 -0.1
C -1.54591 1.09903 1.80873 0.4 -1.8 -1.7
O -0.97437 1.96487 1.00789 0.1 -1.0 0.2
O -1.35236 -0.16527 1.46386 0.7 2.0 0.3
C -5.06241 0.56178 -0.21782 0.3 0.8 -0.3
C -4.68226 -0.44389 0.81667 -0.1 -0.8 0.4
H -5.50124 -1.93854 -1.46548 -0.3 0.2 0.0
H -7.07522 -1.53228 -0.73945 0.3 0.2 -0.2
H -6.82265 -1.33900 -2.48010 0.1 0.1 0.3
H -6.74060 0.81340 -3.16926 0.2 0.2 0.2
H -5.84215 3.13508 -3.06962 0.1 -0.2 0.3
H -4.41437 3.81343 -1.11808 -0.1 -0.2 0.0
H -2.96957 2.98025 0.55331 -0.6 -0.3 0.1
H -5.79819 2.46072 2.49561 0.2 -0.1 0.0
H -5.83474 1.57163 4.80778 0.3 0.0 -0.1
H -3.86060 0.48367 5.80033 0.1 0.1 -0.3
H -1.70521 0.34454 4.42160 -0.1 -0.1 0.3
H -3.59121 -0.53426 0.94558 -0.4 0.1 0.0
H -5.10984 -0.21986 1.80551 0.2 -0.1 -0.3
H -5.04972 -1.44085 0.53761 0.1 0.3 0.1
```
Positions in Å, forces in eV/Å.

Atom charges from the Mulliken analysis, given in e for atoms 1 to 2: 1.147 1.228

---

No. 2
# H14O7

7 unconnected molecules or ions with the total composition H14O7 (ωB97M-V/def2-TZVPD, OMol25).

- Molar mass: 126.10 g mol⁻¹
- HOMO-LUMO gap (alpha / beta): 3.20 / 10.84 eV
- DFT total energy: -535.05465 Ha
- Energy above the lowest of the compared OMol25 structures with the same formula, charge and spin: 9.57 kcal/mol
- LUMO (alpha / beta): 3.243 / 3.488 eV
- Total charge: -1
- 2S+1: 2
- HOMO (alpha / beta): 0.0 / -7.4 eV

Geometry as XYZ:
```
21
Properties=species:S:1:pos:R:3:forces:R:3
O -2.67168 -1.22610 1.72627 0.5 0.0 0.6
H -3.54061 -0.82610 1.69180 -0.4 0.3 -0.1
H -2.60986 -1.73572 0.91838 -0.1 -0.4 -0.9
O -0.46923 0.63329 -0.03790 0.7 0.5 0.8
H -1.14846 -0.02079 0.12660 -0.5 -0.4 0.2
H -0.65593 0.95672 -0.91925 -0.2 0.2 -0.6
O 1.56088 1.01071 2.79101 0.4 0.4 0.3
H 1.12230 1.66587 2.24819 -0.2 0.0 -0.2
H 0.91119 0.31644 2.90117 -0.3 -0.6 -0.1
O -0.81772 0.72934 -2.72171 0.3 0.5 0.1
H -1.41044 0.93445 -3.44479 -0.4 0.2 -0.3
H -0.87313 -0.22168 -2.62836 -0.2 -0.9 0.2
O 2.37108 0.23835 -0.17476 0.6 -0.2 -0.4
H 1.47283 0.45871 0.07187 -0.8 -0.1 0.2
H 2.78737 1.08331 -0.34498 0.2 0.1 0.0
O 1.87975 0.86678 -3.61300 0.7 0.3 -0.3
H 1.58081 0.17850 -4.20725 -0.2 -0.1 0.0
H 1.33147 0.76677 -2.83479 -0.3 0.0 0.2
O -0.14071 -1.61292 2.99131 0.5 0.1 0.4
H -0.82541 -1.68089 2.32589 -0.6 0.3 -0.2
H 0.14540 -2.51510 3.13429 0.2 -0.1 0.0
```
Positions in Å, forces in eV/Å.

Atom charges from the Mulliken analysis, given in e for atoms 1 to 2: -1.383 0.429

---

No. 3
# C12H45CaN12O11

A molecular structure, C12H45CaN12O11 (ωB97M-V/def2-TZVPD, OMol25).

- Molar mass: 573.64 g mol⁻¹
- HOMO-LUMO gap: 6.08 eV
- DFT total energy: -2646.45249 Ha
- Energy above the lowest of the compared OMol25 structures with the same formula, charge and spin: 61.19 kcal/mol
- LUMO: -4.644 eV
- Total charge: +1
- HOMO: -10.7 eV

Geometry as XYZ:
```
81
Properties=species:S:1:pos:R:3:forces:R:3
Ca -23.01656 -13.02082 -12.32639 -3.3 -1.4 0.1
C -27.07335 -13.61805 -13.08472 -0.6 -1.0 1.2
C -25.95468 -14.34430 -13.82721 0.2 1.7 -0.4
O -24.84273 -13.48900 -13.91716 2.0 0.4 0.7
H -26.77931 -13.22334 -12.11217 0.5 0.1 0.0
H -27.85065 -14.32100 -12.78510 -0.2 -0.3 -0.2
H -27.61449 -12.79829 -13.55722 0.5 0.0 -0.6
H -26.32936 -14.58652 -14.82172 0.0 0.0 -0.5
H -25.66186 -15.31861 -13.43595 -0.2 -0.2 0.7
C -27.60918 -16.18101 -10.25189 0.4 1.2 -1.0
O -28.95023 -16.46112 -9.97212 0.3 0.0 0.7
H -27.28401 -16.51963 -11.23561 0.1 -1.1 0.0
H -27.46108 -15.12233 -10.46483 0.0 0.7 0.6
H -26.88970 -16.45455 -9.48012 -0.4 -0.4 0.1
H -29.37801 -16.58319 -10.82283 -0.4 -0.2 -0.4
C -29.59883 -16.26746 -13.82533 -1.0 -0.6 -0.8
O -29.62085 -17.05542 -12.63366 0.4 0.7 0.2
H -30.23464 -15.38481 -13.75634 0.3 0.2 0.6
H -28.59196 -16.02322 -14.16394 -0.1 0.1 0.1
H -30.12532 -16.85226 -14.57960 0.4 -0.1 -0.4
H -28.80325 -17.55793 -12.65833 -0.1 -0.4 0.1
C -27.26975 -9.95872 -12.61455 -0.9 -0.1 0.1
O -27.14945 -9.10069 -11.46561 0.7 -0.3 -1.1
H -28.11520 -10.62393 -12.43899 0.2 -0.3 0.0
H -27.49153 -9.49839 -13.57737 0.2 0.7 0.1
H -26.37538 -10.55268 -12.80278 0.2 0.1 0.5
H -27.98703 -8.63964 -11.37899 -0.1 0.0 0.2
C -29.11407 -13.97363 -16.39953 0.7 -1.4 0.2
O -28.80020 -13.19387 -17.53539 -1.0 0.3 0.3
H -30.16168 -14.27390 -16.37827 -0.1 0.2 0.1
H -28.50622 -14.87179 -16.50870 -0.1 -0.5 0.3
H -28.81972 -13.58160 -15.42599 -0.1 0.8 -0.3
H -29.46736 -13.51500 -18.14644 0.3 0.5 -0.7
C -25.58277 -11.12196 -16.86046 -0.8 3.1 -3.4
O -25.64221 -10.28244 -17.76649 0.3 -0.2 0.6
N -24.73802 -11.12937 -15.87981 4.0 0.8 3.6
N -26.40244 -12.11291 -16.75539 -3.3 -3.6 0.1
H -24.17925 -10.31955 -15.65168 -0.2 -0.2 -0.4
H -24.76513 -11.90145 -15.22923 0.0 0.1 0.3
H -26.38286 -12.67730 -15.91802 0.0 0.0 -0.2
H -27.26923 -12.15138 -17.27240 0.4 0.0 -0.3
C -23.66237 -16.28979 -11.01287 0.2 -2.7 0.4
O -23.60614 -15.19056 -11.43677 1.0 6.3 -1.3
N -23.17378 -16.77375 -9.90675 2.0 0.2 4.0
N -24.17731 -17.23859 -11.70826 -2.9 -4.1 -3.0
H -22.69385 -16.17731 -9.24794 0.0 -0.2 -0.2
H -23.18441 -17.76224 -9.69969 0.0 0.4 0.0
H -24.85639 -17.08404 -12.43975 0.5 0.4 -0.1
H -24.24783 -18.16469 -11.31143 -0.1 0.2 -0.2
C -23.11909 -14.69915 -17.42355 -2.9 -0.9 -1.9
O -23.91869 -15.62994 -17.28642 0.6 -0.3 0.5
N -22.68594 -14.31008 -18.63157 0.9 -0.4 -0.6
N -22.89912 -13.79453 -16.51317 1.5 1.8 3.1
H -22.80539 -14.98181 -19.37630 0.5 0.4 -0.1
H -21.97490 -13.59373 -18.59455 -0.1 -0.3 -1.0
H -23.36255 -13.82281 -15.61622 -0.3 -0.2 0.0
H -22.16404 -13.11699 -16.65702 -0.4 0.0 0.1
C -25.34556 -12.43480 -9.75538 -0.1 1.8 -0.3
O -24.33560 -12.50482 -10.43592 3.0 -0.6 -2.6
N -26.26985 -11.56189 -9.94347 -2.0 2.9 -2.0
N -25.53663 -13.11052 -8.69789 0.4 -4.0 4.4
H -26.13185 -10.93224 -10.72103 -0.6 0.3 0.3
H -26.98264 -11.35720 -9.25781 0.1 0.1 -0.5
H -24.78718 -13.71095 -8.38499 -0.4 0.0 0.1
H -26.31971 -12.94017 -8.08320 0.3 -0.3 -0.2
C -25.76308 -18.39595 -16.74265 -3.1 -4.8 -2.1
O -26.30548 -19.50692 -16.57760 0.6 0.7 0.5
N -25.64403 -17.48968 -15.84946 0.6 3.5 5.3
N -25.45513 -17.93899 -17.92871 1.4 1.1 -3.2
H -25.13645 -16.63240 -16.01540 0.0 0.0 -0.1
H -26.05765 -17.62173 -14.93755 0.3 -0.3 -0.4
H -25.74558 -18.36740 -18.79599 0.2 -0.2 0.6
H -25.02365 -17.02580 -17.93267 0.0 -0.1 -0.7
C -29.52613 -11.88509 -10.31765 0.0 1.0 -3.9
O -29.52811 -10.70872 -10.12219 -0.3 2.8 -0.4
N -29.19862 -12.72340 -9.42920 1.5 -4.0 6.3
N -29.60417 -12.56590 -11.48249 -1.0 0.4 -2.2
H -29.64735 -13.62811 -9.41297 0.3 -0.1 0.4
H -28.95632 -12.28045 -8.55445 -0.6 -0.5 0.3
H -29.84648 -12.09063 -12.34011 -0.2 -0.3 0.2
H -29.50765 -13.57072 -11.44902 -0.1 0.4 -0.4
```
Positions in Å, forces in eV/Å.

Atom charges from the Mulliken analysis, given in e for atoms 1 to 2: 1.564 1.512